{"formula": "C27H21BCeCl5F2N5", "method": "wB97M-V/def2-TZVPD", "gap_ev": [5.49, 5.50], "spin_multiplicity": 2, "s_squared": 0.751, "total_energy_ha": -4315.81958, "homo_energy_ha": [-0.3324, -0.3326], "total_charge": 1, "species": ["Ce", "C", "C", "C", "C", "N", "C", "C", "C", "C", "C", "C", "N", "C", "C", "C", "C", "C", "N", "H", "H", "H", "H", "H", "H", "H", "H", "H", "H", "H", "Cl", "C", "C", "C", "Cl", "C", "Cl", "C", "Cl", "C", "Cl", "N", "C", "N", "C", "C", "C", "C", "C", "H", "H", "H", "H", "H", "H", "H", "H", "H", "H", "F", "B", "F"], "coordinates": [[-0.657, 0.117, -0.886], [2.544, 3.362, -0.311], [3.307, 3.198, -1.509], [3.237, 1.950, -2.113], [2.394, 0.886, -1.625], [1.612, 1.136, -0.536], [1.732, 2.267, 0.141], [2.241, -0.370, -2.260], [2.990, -0.845, -3.362], [2.672, -2.102, -3.900], [1.493, -2.778, -3.489], [0.851, -2.338, -2.346], [1.234, -1.150, -1.816], [-0.376, -2.981, -1.989], [-1.066, -3.934, -2.791], [-2.419, -4.249, -2.528], [-3.041, -3.638, -1.442], [-2.244, -2.805, -0.450], [-1.017, -2.242, -1.040], [2.468, 4.276, 0.244], [3.977, 3.927, -1.859], [3.847, 1.813, -3.012], [1.243, 2.280, 1.102], [3.895, -0.306, -3.636], [3.279, -2.585, -4.640], [1.278, -3.737, -3.973], [-0.567, -4.503, -3.545], [-2.963, -4.966, -3.155], [-4.106, -3.806, -1.289], [-2.012, -3.455, 0.458], [-1.945, 2.793, -0.516], [-1.047, 2.549, -2.115], [-1.265, 1.335, -2.726], [-0.723, 1.067, -4.028], [-0.998, -0.476, -4.771], [0.242, 1.982, -4.558], [1.192, 1.555, -5.939], [0.543, 3.168, -3.818], [1.878, 4.074, -4.365], [-0.160, 3.531, -2.642], [-0.019, 5.004, -1.854], [-0.382, 0.499, 1.579], [-0.307, 0.541, 2.751], [-0.479, 0.420, 4.019], [0.025, -0.749, 4.778], [-0.937, -1.074, 5.895], [-1.064, 0.132, 6.837], [-1.431, 1.445, 6.052], [-0.561, 1.704, 4.831], [1.049, -0.623, 5.151], [0.148, -1.559, 4.049], [-0.619, -2.004, 6.361], [-1.840, -1.431, 5.454], [-0.116, 0.221, 7.402], [-1.755, -0.124, 7.636], [-1.431, 2.364, 6.672], [-2.474, 1.400, 5.753], [0.501, 2.027, 4.984], [-1.019, 2.518, 4.196], [-4.148, -2.312, 0.961], [-3.289, -1.813, 0.032], [-3.394, -0.586, -0.507]], "forces_ev_per_angstrom": [[-0.38, -2.43, 1.86], [-0.53, -1.77, -0.72], [-1.92, -1.60, 2.53], [-0.19, -1.27, -0.24], [0.73, 4.38, 0.93], [1.02, -0.70, -0.67], [1.70, 1.63, -1.00], [-0.43, -3.44, -2.52], [0.38, -0.10, 1.04], [-1.52, 0.23, 0.69], [2.90, -0.18, -0.40], [1.53, 0.93, -2.45], [-0.90, -0.32, 0.70], [-3.17, -0.57, -0.18], [2.21, 0.73, 1.46], [-1.49, 1.31, 2.26], [0.54, -1.36, -2.08], [1.23, -1.28, 0.17], [-0.84, 0.21, 0.51], [0.38, 0.32, 0.12], [0.49, 0.95, -0.49], [-0.32, -0.21, 0.33], [-0.38, 0.36, -0.09], [-0.29, -0.21, -0.28], [0.26, 0.20, -0.40], [-0.17, 0.57, 0.30], [0.35, -0.04, -0.31], [0.18, 0.54, 0.19], [0.17, -0.03, 0.15], [-0.02, 0.36, -0.81], [0.93, 0.10, -1.16], [0.29, 0.47, -1.04], [-0.76, 0.61, -2.65], [1.11, 1.61, 1.51], [-0.01, 0.37, 0.17], [-0.69, -0.67, 1.18], [-0.39, 0.13, 0.28], [-0.68, -0.74, 0.10], [0.05, 0.81, -0.03], [-0.70, -1.74, -0.40], [0.45, 1.02, 0.18], [0.41, 0.51, 1.82], [-1.05, -1.03, -2.32], [0.53, 1.37, 1.87], [0.46, -0.79, -0.91], [0.59, -0.03, -0.11], [0.44, 0.04, 0.03], [0.16, -0.07, 1.00], [0.22, 0.27, -1.14], [-0.15, 0.66, 0.07], [-0.40, 0.00, 0.16], [0.54, 0.26, 0.58], [-1.18, 0.44, -0.39], [-0.14, 0.27, -0.54], [-0.51, 0.37, -0.16], [0.41, -0.61, 0.02], [-0.10, -0.33, -0.38], [-0.88, -0.30, 0.52], [0.35, -1.03, 0.51], [0.45, 1.50, -1.05], [-1.09, -0.72, 0.99], [-0.19, 0.02, 0.67]], "mulliken_charge": [0.51, -0.87, -0.67, -0.71, 0.52, -0.06, 0.18, 0.81, -0.50, -0.92, -0.72, 0.89, -0.04, 0.34, -0.63, -0.73, -1.00, 0.44, 0.11, 0.52, 0.53, 0.29, 0.25, 0.40, 0.48, 0.35, 0.36, 0.42, 0.43, 0.03, -0.13, 0.12, -0.37, 0.34, -0.06, -0.20, -0.12, 0.45, -0.10, 0.09, -0.12, -0.48, 0.42, 0.15, -0.64, -0.75, -0.65, -0.69, -0.65, 0.31, 0.42, 0.40, 0.34, 0.30, 0.35, 0.38, 0.33, 0.34, 0.41, -0.27, 0.38, -0.27]}